Below is the ion C8H6NO2S with charge -1, with properties calculated with ωB97M-V/def2-TZVPD.

The geometry in XYZ format:
```
18
Properties=species:S:1:pos:R:3:forces:R:3:nbo_charge:R:1
S -0.612 -3.172 -2.759 1.9 0.4 0.5 1.506
O -2.003 -3.355 -3.214 -0.7 0.0 0.4 -1.048
O -0.057 -4.186 -1.796 -0.9 0.7 -0.5 -1.032
N -1.874 -0.859 -1.626 -3.5 0.7 -4.8 -0.443
C 1.792 -0.301 0.807 -1.3 0.5 0.3 -0.282
C -0.666 0.309 -0.228 -2.2 -0.6 -1.9 -0.119
C -0.792 -1.588 -1.630 1.9 -0.4 2.6 -0.092
C -1.873 0.329 -0.998 3.3 -1.2 1.8 -0.173
C 1.090 0.867 1.222 -0.8 -0.4 -1.1 -0.247
C 1.241 -1.212 -0.014 -0.3 -1.4 -1.3 -0.157
C 0.000 -0.891 -0.595 0.1 -1.7 -1.8 -0.135
C -0.146 1.179 0.701 -0.6 2.2 1.9 -0.185
H 1.737 -2.196 -0.238 -0.6 1.2 0.2 0.228
H -0.854 2.080 1.055 2.1 -1.9 -0.7 0.193
H 1.531 1.495 1.924 0.7 1.0 1.2 0.191
H -2.752 0.829 -0.932 -2.2 1.8 0.3 0.186
H 2.672 -0.617 1.242 2.0 0.0 1.2 0.193
H -2.554 -0.903 -2.454 1.1 -0.8 1.7 0.416
```
Forces are in eV/Å.

Calculated values
energy relative to the best compared isomer or geometry (same formula, charge and spin): 1.597 eV
total charge: -1
strongest force on any atom: 0.1158 hartree/bohr
frontier orbital gap: 7.1 eV

***

Below is an isolated molecule of C4H6N2O, with properties calculated with ωB97M-V/def2-TZVPD.

The geometry in XYZ format:
```
13
Properties=species:S:1:pos:R:3:forces:R:3:nbo_charge:R:1
O 2.626 0.199 0.590 -0.1 -0.2 0.4 -0.684
N 0.756 -1.428 0.337 -0.7 -0.3 0.7 -0.363
N -2.113 0.595 -0.517 -0.1 0.0 0.1 -0.797
C -0.833 0.156 -0.212 0.3 0.2 0.1 0.123
C 0.318 0.863 -0.109 -0.1 -0.2 -0.2 -0.331
C -0.474 -1.246 0.000 0.0 -0.2 0.3 -0.007
C 1.400 -0.142 0.045 0.1 -0.6 -0.7 0.172
H 1.627 -0.706 -0.891 0.7 1.5 -0.7 0.237
H -2.856 -0.037 -0.251 0.1 0.0 0.0 0.378
H 0.451 1.937 -0.195 0.1 -0.3 -0.1 0.224
H -1.131 -2.095 -0.177 -0.1 0.1 0.2 0.193
H 2.541 0.456 1.515 -0.2 0.0 0.0 0.474
H -2.303 1.536 -0.201 0.0 -0.1 -0.2 0.382
```
Forces are in eV/Å.

Calculated values
energy relative to the best compared isomer or geometry (same formula, charge and spin): 2.191 eV
total charge: 0
strongest force on any atom: 0.0348 hartree/bohr
frontier orbital gap: 9.3 eV
SMILES: NC1=C[C@@H](O)N=C1

***

Below is a structure of composition C2H8O10Y, with properties calculated with ωB97M-V/def2-TZVPD.

The geometry in XYZ format:
```
21
Properties=species:S:1:pos:R:3:forces:R:3:nbo_charge:R:1
Y 9.645 7.965 -15.705 0.0 0.8 0.8 1.947
O 8.737 10.766 -18.242 0.7 -1.7 2.7 -0.763
O 11.788 8.493 -16.611 1.4 0.8 -1.0 -0.935
O 8.634 7.660 -13.818 -1.8 -2.5 2.5 -0.858
O 10.252 6.320 -14.441 -1.7 -2.2 1.3 -0.965
O 9.118 10.049 -15.953 -0.3 0.4 -3.4 -0.954
O 9.289 8.662 -17.746 0.3 -1.0 -1.2 -0.856
O 9.710 6.244 -12.219 -3.2 0.5 -3.5 -0.751
O 10.211 6.233 -17.078 1.4 -2.6 -1.4 -0.906
O 7.441 7.245 -16.359 0.1 -3.1 0.1 -0.901
O 11.090 9.001 -13.998 0.6 0.5 -0.2 -0.948
C 9.305 6.572 -13.419 6.3 3.0 1.4 0.930
C 9.035 9.852 -17.399 -0.9 3.8 0.3 0.940
H 11.765 8.353 -17.591 -0.2 0.7 1.2 0.503
H 7.135 6.381 -15.967 0.7 1.3 -0.4 0.489
H 6.718 7.810 -16.201 -1.2 1.5 0.3 0.496
H 10.840 9.896 -13.720 -0.1 -0.6 0.2 0.505
H 10.435 5.400 -16.623 -0.6 0.6 1.0 0.510
H 10.829 6.092 -17.813 -0.6 0.9 -0.4 0.485
H 12.079 9.427 -16.434 -0.5 -1.3 -0.4 0.513
H 11.251 8.410 -13.248 -0.4 0.2 0.1 0.520
```
Forces are in eV/Å.

Calculated values
energy relative to the best compared isomer or geometry (same formula, charge and spin): 0.000 eV
total charge: -1
strongest force on any atom: 0.1388 hartree/bohr
frontier orbital gap: 7.2 eV

***

Below is a structure of composition H8O4, with properties calculated with ωB97M-V/def2-TZVPD.

The geometry in XYZ format:
```
12
Properties=species:S:1:pos:R:3:forces:R:3:nbo_charge:R:1
O 1.880 -1.697 -0.573 7.6 -4.6 -3.9 -0.872
O 2.164 2.274 -0.099 0.1 0.2 0.0 -0.932
O 0.532 -0.962 0.302 -7.1 3.9 4.3 -0.912
O -4.150 0.329 -0.317 -0.2 0.0 0.1 -0.934
H 1.746 3.143 -0.069 0.0 -0.1 0.0 0.464
H -4.556 -0.425 0.125 0.1 0.0 -0.1 0.467
H -0.208 -0.400 0.561 -0.9 0.5 0.7 0.438
H 2.950 2.410 -0.640 -0.1 -0.1 0.0 0.468
H -4.716 1.072 -0.082 0.1 0.0 -0.1 0.467
H 2.178 -1.558 0.333 0.7 0.0 -0.9 0.455
H 1.557 -2.605 -0.577 0.3 0.0 -0.4 0.448
H 0.623 -1.582 1.034 -0.7 0.3 0.2 0.442
```
Forces are in eV/Å.

Calculated values
energy relative to the best compared isomer or geometry (same formula, charge and spin): 4.504 eV
total charge: 0
strongest force on any atom: 0.1897 hartree/bohr
frontier orbital gap: 9.0 eV

***

Below is a cluster of 5 separate species, C38H39ClN3O13P in total, with properties calculated with ωB97M-V/def2-TZVPD.

The geometry in XYZ format:
```
95
Properties=species:S:1:pos:R:3:forces:R:3:mulliken_charge:R:1
Cl -5.192 0.820 1.567 -0.1 -0.1 -0.2 -0.301
P -4.128 -0.883 1.051 0.4 0.1 0.3 0.669
O 10.202 -0.450 0.112 0.0 0.0 0.0 -0.597
O 1.731 -1.308 -0.162 -0.1 0.0 0.0 -0.313
O -3.704 -2.297 3.851 0.0 -0.1 0.0 -0.659
O -5.198 -2.027 1.472 0.1 -0.2 -0.1 -0.566
O -6.396 2.662 -1.178 -0.1 0.2 0.0 -0.504
O -1.647 0.666 7.719 0.0 0.0 0.0 -0.535
O 9.649 4.057 -0.442 0.0 0.0 0.0 -0.554
O -6.280 -2.442 -4.785 -0.2 -0.3 0.3 -0.330
O 5.692 -0.932 -2.616 0.0 0.0 0.0 -0.513
O -2.079 1.939 -1.783 0.0 -0.1 0.0 -0.586
O -4.676 -1.464 -3.679 -0.5 0.2 0.6 -0.204
O -10.577 3.707 -4.249 0.0 0.0 0.0 -0.550
O 12.517 3.537 3.978 0.0 0.0 0.0 -0.541
N -6.046 -1.473 -4.206 0.4 0.3 -0.5 0.282
N -6.936 -1.263 -1.230 0.0 0.1 0.0 -0.876
N -1.340 -1.101 -2.498 0.1 -0.2 -0.2 -0.606
C -8.707 4.547 -3.095 0.0 0.0 0.0 -0.435
C -7.657 4.286 -2.322 0.0 0.0 0.0 -0.399
C -1.293 -0.457 5.680 0.0 0.0 0.0 -0.444
C -1.812 -1.203 4.709 0.0 0.0 0.0 -0.005
C -3.595 -2.053 -1.565 -0.1 -0.3 -0.1 2.732
C -7.357 2.902 -1.881 0.0 -0.1 0.0 0.381
C 11.251 4.956 2.593 0.0 0.0 0.0 -0.375
C -5.818 -1.077 -1.042 0.1 -0.3 -0.1 -0.233
C 2.612 -1.006 -1.228 0.3 0.3 -0.2 -0.174
C -9.621 3.465 -3.545 0.0 0.0 0.0 0.307
C 7.872 -0.768 0.176 0.0 0.0 0.0 -0.560
C 2.769 0.502 -1.335 -0.3 -0.1 0.2 -1.172
C -1.863 -3.610 -0.279 -0.1 -0.2 0.3 -1.210
C -3.302 -3.353 -0.749 0.2 -0.2 0.0 -1.269
C 6.738 -0.887 -0.509 0.0 0.0 0.0 -0.066
C 10.920 2.639 0.940 0.0 0.0 0.0 -0.228
C -4.406 -2.544 -2.791 0.6 -0.3 -0.6 -2.143
C -4.379 -0.888 -0.824 -0.4 0.3 -0.2 1.579
C -3.544 -0.431 6.860 0.0 0.0 0.0 -0.456
C 0.246 -2.834 0.914 -0.3 0.0 -0.1 -1.164
C 8.023 -0.613 -2.683 0.0 0.0 0.0 -0.501
C 1.081 -2.554 -0.330 0.4 0.0 0.1 -0.575
C -2.328 -1.544 -2.119 0.0 0.5 0.4 -0.918
C 6.724 -0.821 -1.993 0.0 0.0 0.0 0.512
C -3.233 -1.616 4.744 0.0 0.0 0.0 0.460
C 10.531 5.089 1.482 0.0 0.0 0.0 -0.358
C 9.168 -0.563 -0.515 0.0 0.0 0.0 0.461
C -8.267 1.818 -2.327 0.0 0.0 0.0 -0.064
C 11.862 3.654 2.965 0.0 0.0 0.0 0.377
C 11.638 2.506 2.052 0.0 0.0 0.0 -0.367
C -9.316 2.082 -3.101 0.0 0.0 0.0 -0.517
C -1.261 -2.626 0.722 0.3 -0.2 0.1 0.950
C 9.157 -0.495 -1.997 0.0 0.0 0.0 -0.418
C -4.062 -1.175 5.887 0.0 0.0 0.0 -0.463
C -2.118 -0.013 6.834 0.0 0.0 0.0 0.284
C -4.049 0.530 -1.393 -0.3 0.1 0.5 -1.274
C -2.837 1.260 -0.790 0.2 0.1 -0.3 -0.625
C 10.309 3.939 0.569 0.0 0.0 0.0 0.334
H -0.259 -0.138 5.682 0.0 0.0 0.0 0.444
H -3.174 1.988 -0.049 0.0 -0.1 0.1 0.404
H 12.089 1.565 2.342 0.0 0.0 0.0 0.447
H 7.909 -0.813 1.257 0.0 0.0 0.0 0.431
H 5.779 -1.036 -0.028 0.0 0.0 0.0 0.424
H -6.976 5.056 -1.980 0.0 0.0 0.0 0.431
H 0.595 -2.149 1.690 0.1 -0.1 0.0 0.330
H 7.987 -0.566 -3.763 0.0 0.0 0.0 0.419
H -9.996 1.311 -3.442 0.0 0.0 0.0 0.439
H -3.954 0.465 -2.475 0.2 -0.2 0.0 1.057
H 0.472 -2.518 -1.241 0.0 0.0 0.0 0.271
H -4.872 -2.446 2.288 -0.1 0.1 0.0 0.506
H 0.420 -3.852 1.273 0.0 0.0 0.0 0.540
H -1.904 -4.578 0.233 0.1 -0.1 -0.1 0.617
H 2.243 -1.420 -2.173 -0.2 0.0 0.1 0.327
H -5.098 -1.491 5.880 0.0 0.0 0.0 0.431
H 3.596 -1.452 -1.045 -0.1 -0.2 0.0 0.217
H -1.741 -2.809 1.688 -0.2 0.3 0.0 0.092
H 10.116 -0.342 -2.476 0.0 0.0 0.0 0.425
H -2.135 0.578 -0.306 0.0 0.0 0.0 0.089
H -3.984 -3.447 0.092 -0.1 0.2 0.0 0.500
H -2.690 2.401 -2.366 0.0 0.1 0.0 0.346
H 11.427 5.778 3.275 0.0 0.0 0.0 0.406
H -1.204 -3.772 -1.135 -0.1 0.2 -0.1 0.439
H 1.833 -3.342 -0.473 0.0 0.0 0.0 0.318
H -1.436 -1.585 0.449 0.0 0.0 -0.1 -0.394
H -8.950 5.547 -3.433 0.0 0.0 0.0 0.397
H -3.780 -3.277 -3.307 0.0 0.0 0.0 0.660
H 3.093 0.804 -2.329 0.1 0.0 0.0 0.337
H -5.315 -3.057 -2.475 -0.1 0.2 0.1 0.712
H 10.746 1.814 0.263 0.0 0.0 0.0 0.443
H -4.125 -0.093 7.709 0.0 0.0 0.0 0.418
H 10.076 6.026 1.189 0.0 0.0 0.0 0.409
H 1.803 0.966 -1.131 0.0 0.0 -0.1 0.384
H -3.538 -4.191 -1.410 -0.1 0.0 0.0 0.351
H -1.236 -1.536 3.855 0.0 0.0 0.0 0.363
H 3.476 0.871 -0.590 0.0 0.1 0.0 0.240
H -8.025 0.817 -1.989 0.0 0.0 0.0 0.390
H -4.936 1.131 -1.190 0.1 0.0 -0.1 0.264
```
Forces are in eV/Å.

Calculated values
energy relative to the best compared isomer or geometry (same formula, charge and spin): 0.000 eV
total charge: 0
strongest force on any atom: 0.0174 hartree/bohr
frontier orbital gap: 7.4 eV
SMILES: CCOCCCCC[C@@](C#N)(CON=O)[C@](C#N)(CCO)P(O)Cl.O=C1C=CC(=O)C=C1.O=C1C=CC(=O)C=C1.O=C1C=CC(=O)C=C1.O=C1C=CC(=O)C=C1

***

Below is a structure of composition C3H8N2O4, with properties calculated with ωB97M-V/def2-TZVPD.

The geometry in XYZ format:
```
17
Properties=species:S:1:pos:R:3:forces:R:3:nbo_charge:R:1
O 1.715 -0.038 -1.214 -0.7 -0.4 0.1 -0.555
O 0.377 2.103 -0.259 0.2 -0.1 0.1 -0.772
O -1.437 1.864 -1.595 0.7 -0.6 -0.2 -0.668
O -1.288 0.483 0.291 0.6 0.9 -1.1 -0.580
N -1.109 -1.802 0.311 0.3 0.0 -0.2 -0.858
N 0.316 -0.170 -1.081 -0.3 0.5 1.0 -0.288
C -0.434 -0.602 0.389 1.1 0.9 -1.3 0.575
C -0.667 1.367 -0.811 -1.2 -0.5 1.5 0.934
C 0.618 -0.513 1.471 -0.2 -0.2 -0.1 -0.672
H -0.927 -2.537 0.975 -0.1 0.1 -0.3 0.403
H 0.118 -0.593 2.436 0.0 0.0 0.0 0.231
H 1.345 -1.316 1.360 0.0 0.0 0.0 0.224
H -1.889 -1.830 -0.329 -0.1 -0.2 0.5 0.403
H 1.878 0.886 -0.959 -0.2 0.0 0.1 0.490
H -0.006 -0.761 -1.843 0.1 -0.1 0.0 0.380
H 0.264 3.012 -0.568 -0.1 -0.1 -0.1 0.506
H 1.123 0.448 1.425 0.0 0.0 0.0 0.245
```
Forces are in eV/Å.

Calculated values
energy relative to the best compared isomer or geometry (same formula, charge and spin): 3.709 eV
total charge: 0
strongest force on any atom: 0.0387 hartree/bohr
frontier orbital gap: 10.0 eV

***

Below is a structure of composition C3H6NP, with properties calculated with ωB97M-V/def2-TZVPD.

The geometry in XYZ format:
```
11
Properties=species:S:1:pos:R:3:forces:R:3:nbo_charge:R:1
P -1.227 0.805 0.310 2.1 0.2 -2.3 0.533
N 2.170 -1.049 0.275 -1.0 2.4 -0.7 -0.339
C 0.963 1.150 -0.298 -3.4 -1.2 1.9 -0.665
C -1.197 -0.998 -0.162 3.6 1.2 2.5 -0.926
C 1.682 -0.016 0.000 1.6 -3.2 0.7 0.257
H 1.313 1.981 0.198 0.6 1.8 1.4 0.243
H -1.845 -1.533 0.494 -0.1 -0.6 0.9 0.233
H -0.025 -1.286 -0.085 -3.2 -0.2 -0.5 0.269
H -1.003 0.538 1.601 0.7 0.0 2.0 -0.061
H -1.681 -0.993 -1.051 -0.7 -0.6 -3.3 0.215
H 0.851 1.401 -1.284 -0.2 0.2 -2.6 0.240
```
Forces are in eV/Å.

Calculated values
energy relative to the best compared isomer or geometry (same formula, charge and spin): 1.008 eV
total charge: 0
strongest force on any atom: 0.0874 hartree/bohr
frontier orbital gap: 9.8 eV

***

Below is a structure of composition C24H27As2CoN5, with properties calculated with ωB97M-V/def2-TZVPD.

The geometry in XYZ format:
```
59
Properties=species:S:1:pos:R:3:forces:R:3:nbo_charge:R:1
As -1.355 1.239 0.004 0.0 -0.6 -0.4 1.275
As -0.315 -0.913 -2.301 -0.9 0.6 0.3 1.009
Co 0.790 0.694 -0.831 2.1 -1.3 1.1 0.841
N 2.191 0.902 1.703 0.5 0.2 0.4 -0.311
N 0.966 -0.805 0.703 -0.5 0.7 -0.5 -0.636
N 0.475 -2.694 1.975 0.0 0.0 0.0 -0.491
N 1.671 2.128 -1.952 -1.1 -0.4 -0.1 -0.507
N 2.164 1.345 0.429 -1.5 0.4 -0.6 -0.318
C 1.551 -0.205 1.833 -0.1 -0.2 0.0 0.434
C 1.420 -0.830 3.132 -0.1 -0.1 -0.1 -0.179
C -3.518 -2.914 -0.436 0.0 0.0 0.0 -0.159
C 1.362 2.501 -3.195 0.0 0.0 0.0 0.103
C -1.515 1.854 1.819 0.4 0.1 0.1 -0.946
C -2.447 -2.598 -1.265 0.0 0.1 0.1 -0.236
C 0.878 -2.114 3.188 0.1 0.1 0.1 0.225
C 3.402 3.775 -1.904 0.1 0.0 0.0 -0.155
C 2.683 2.761 -1.315 0.1 0.2 -0.1 0.099
C 2.919 2.295 0.035 0.3 0.1 0.2 0.174
C 1.816 -0.205 4.321 0.0 0.1 -0.1 -0.125
C 0.660 -2.521 -2.760 0.3 0.1 0.1 -0.930
C -2.162 -0.513 -0.098 0.0 0.1 0.1 -0.434
C 0.743 -2.790 4.391 -0.1 -0.1 0.0 -0.241
C 0.494 -2.033 0.842 0.1 -0.1 -0.1 0.369
C 1.661 -0.862 5.521 0.0 0.0 0.0 -0.172
C -2.551 2.337 -1.035 0.3 0.3 -0.1 -0.936
C 1.130 -2.154 5.554 0.0 0.1 0.0 -0.112
C -1.758 -1.401 -1.092 -0.1 -0.2 -0.3 -0.271
C 2.038 3.520 -3.854 0.1 0.0 0.0 -0.208
C -3.224 -0.835 0.741 0.0 0.1 0.0 -0.199
C -3.900 -2.037 0.571 0.0 0.0 0.0 -0.148
C 3.069 4.168 -3.202 0.0 0.0 0.0 -0.080
C -1.343 -0.564 -3.904 0.2 0.1 -0.1 -0.919
H 0.101 -2.547 -0.023 0.0 0.0 0.1 0.226
H -3.541 -0.149 1.518 0.0 0.0 0.0 0.236
H 1.494 -2.702 -2.086 0.0 0.0 0.0 0.257
H -4.051 -3.844 -0.582 0.0 0.0 0.0 0.260
H -2.120 0.170 -3.706 0.0 0.0 0.0 0.253
H 3.611 4.971 -3.685 0.0 0.0 0.0 0.272
H 1.745 3.796 -4.857 0.0 0.0 0.0 0.272
H 4.210 4.247 -1.362 0.0 0.0 0.0 0.268
H -3.551 2.209 -0.622 0.0 -0.1 0.0 0.279
H -2.543 2.041 -2.081 0.0 -0.1 0.0 0.255
H 0.335 -3.793 4.419 0.0 0.0 0.0 0.247
H -2.257 3.383 -0.954 0.0 0.0 0.0 0.272
H -1.088 1.128 2.507 0.0 0.0 0.0 0.263
H 3.677 2.734 0.677 0.0 -0.1 0.1 0.258
H -0.019 -3.371 -2.760 -0.1 0.0 0.0 0.265
H 0.161 -3.656 1.980 0.0 0.0 0.0 0.452
H 1.018 -2.663 6.502 0.0 0.0 0.0 0.260
H 2.240 0.789 4.278 0.0 0.0 0.0 0.254
H -0.992 2.803 1.929 0.0 0.0 0.0 0.278
H -1.804 -1.510 -4.187 0.0 0.0 0.0 0.268
H -2.571 2.010 2.037 0.0 0.0 -0.1 0.278
H 0.549 1.976 -3.678 0.0 0.0 0.0 0.216
H -2.165 -3.289 -2.051 0.0 0.0 0.0 0.232
H -4.735 -2.279 1.215 0.0 0.0 0.0 0.259
H -0.709 -0.224 -4.721 0.0 0.0 0.0 0.262
H 1.956 -0.379 6.442 0.0 0.0 0.0 0.259
H 1.053 -2.383 -3.766 0.0 0.0 0.0 0.280
```
Forces are in eV/Å.

Calculated values
total charge: +3
strongest force on any atom: 0.0535 hartree/bohr
frontier orbital gap (alpha / beta): 6.0 / 5.4 eV